{"formula": "C38H64F15N2O16P3S", "method": "the ωB97M-V functional and the def2-TZVPD basis", "species": ["C", "C", "C", "C", "C", "C", "C", "C", "C", "C", "C", "C", "C", "C", "C", "C", "P", "N", "O", "O", "O", "C", "O", "O", "C", "P", "S", "P", "N", "O", "H", "H", "H", "H", "H", "H", "H", "H", "H", "H", "H", "H", "H", "H", "H", "H", "H", "H", "H", "H", "H", "H", "H", "H", "H", "H", "H", "H", "H", "H", "H", "H", "H", "H", "H", "H", "H", "H", "H", "C", "C", "O", "C", "O", "C", "F", "F", "F", "H", "H", "H", "H", "H", "C", "C", "O", "C", "O", "C", "F", "F", "F", "H", "H", "H", "H", "H", "C", "C", "O", "C", "O", "C", "F", "F", "F", "H", "H", "H", "H", "H", "C", "C", "O", "C", "O", "C", "F", "F", "F", "H", "H", "H", "H", "H", "C", "C", "O", "C", "O", "C", "F", "F", "F", "H", "H", "H", "H", "H"], "coordinates": [[8.936, -1.550, 3.429], [9.307, -2.567, 2.343], [8.250, -3.691, 2.242], [7.931, -4.172, 0.823], [7.593, -3.072, -0.205], [8.229, -3.377, -1.569], [7.720, -2.554, -2.758], [8.594, -1.327, -3.063], [8.597, -0.245, -1.981], [7.232, 0.428, -1.780], [7.291, 1.505, -0.692], [6.006, 2.309, -0.501], [4.783, 1.547, 0.026], [4.038, 0.728, -1.053], [3.810, -0.756, -0.700], [2.514, -1.015, 0.069], [1.123, -1.264, -1.151], [1.326, -2.437, -2.155], [1.016, 0.196, -1.827], [-0.208, -1.468, -0.285], [2.128, 0.163, 0.850], [1.589, -0.208, 2.041], [1.218, 0.563, 2.864], [1.554, -1.570, 2.112], [2.544, -2.059, 1.219], [4.159, -2.007, 2.229], [3.939, -2.493, 4.092], [2.465, -3.932, 0.925], [0.852, -4.139, 0.381], [3.376, -3.822, -0.437], [9.695, -0.771, 3.520], [8.825, -2.046, 4.397], [7.968, -1.087, 3.210], [9.447, -2.046, 1.396], [10.257, -3.019, 2.641], [7.345, -3.387, 2.775], [8.641, -4.549, 2.797], [7.063, -4.839, 0.882], [8.753, -4.789, 0.447], [7.871, -2.080, 0.154], [6.508, -3.054, -0.371], [8.000, -4.431, -1.765], [9.321, -3.314, -1.501], [6.677, -2.253, -2.622], [7.745, -3.191, -3.647], [9.622, -1.700, -3.160], [8.343, -0.887, -4.033], [8.914, -0.681, -1.030], [9.299, 0.548, -2.255], [6.477, -0.325, -1.536], [6.924, 0.877, -2.733], [8.069, 2.208, -0.993], [7.617, 1.033, 0.242], [6.225, 3.103, 0.224], [5.738, 2.823, -1.432], [4.088, 2.285, 0.434], [5.083, 0.912, 0.864], [3.066, 1.189, -1.229], [4.565, 0.779, -2.006], [4.680, -1.182, -0.196], [3.718, -1.318, -1.636], [1.412, -2.101, -3.109], [0.190, 0.254, -2.333], [-0.730, -2.088, -0.826], [4.688, -0.719, 2.052], [4.993, -2.861, 1.491], [0.789, -4.705, -0.461], [0.363, -4.627, 1.128], [3.554, -4.721, -0.754], [-2.309, 0.638, 1.947], [-3.207, 0.595, 3.159], [-4.554, 0.201, 2.803], [-4.759, -1.096, 2.641], [-3.967, -1.983, 2.762], [-6.244, -1.339, 2.300], [-6.679, -0.485, 1.363], [-6.994, -1.161, 3.401], [-6.433, -2.579, 1.858], [-2.738, 1.290, 1.184], [-1.319, 1.010, 2.209], [-2.190, -0.354, 1.510], [-3.313, 1.582, 3.604], [-2.820, -0.079, 3.923], [7.611, 8.230, 1.097], [8.329, 7.100, 1.800], [8.501, 5.963, 0.926], [9.514, 6.030, 0.075], [10.304, 6.919, -0.047], [9.576, 4.729, -0.752], [8.359, 4.385, -1.200], [10.042, 3.727, 0.010], [10.384, 4.870, -1.798], [6.657, 7.884, 0.698], [7.424, 9.042, 1.799], [8.205, 8.618, 0.271], [7.742, 6.721, 2.634], [9.302, 7.412, 2.179], [-7.603, 0.550, 5.842], [-7.019, 1.703, 6.628], [-7.890, 2.855, 6.597], [-8.906, 2.840, 7.447], [-9.177, 1.986, 8.238], [-9.713, 4.149, 7.310], [-9.939, 4.450, 6.024], [-9.030, 5.163, 7.863], [-10.885, 4.042, 7.930], [-7.825, 0.862, 4.823], [-6.894, -0.275, 5.814], [-8.527, 0.195, 6.299], [-6.089, 2.047, 6.180], [-6.819, 1.428, 7.663], [-10.365, -0.261, -0.310], [-10.527, 1.072, -1.005], [-9.621, 1.195, -2.125], [-9.996, 0.604, -3.246], [-11.001, -0.015, -3.441], [-8.939, 0.858, -4.343], [-7.699, 0.657, -3.886], [-9.029, 2.124, -4.775], [-9.142, 0.045, -5.380], [-9.328, -0.406, -0.006], [-10.997, -0.296, 0.576], [-10.644, -1.084, -0.966], [-10.262, 1.893, -0.343], [-11.549, 1.229, -1.349], [-11.627, -1.168, -7.616], [-12.591, -1.219, -6.451], [-13.927, -1.554, -6.893], [-14.165, -2.838, -7.106], [-13.405, -3.751, -6.970], [-15.637, -3.026, -7.534], [-15.994, -2.132, -8.464], [-16.442, -2.867, -6.471], [-15.829, -4.246, -8.027], [-11.986, -0.473, -8.376], [-10.649, -0.837, -7.271], [-11.518, -2.149, -8.078], [-12.686, -0.244, -5.981], [-12.270, -1.929, -5.691]], "lowdin_charge": [-0.114, -0.255, -0.211, -0.205, -0.219, -0.207, -0.205, -0.210, -0.205, -0.210, -0.202, -0.208, -0.181, -0.170, -0.163, -0.397, 0.554, -0.151, -0.127, -0.142, 0.047, -0.563, 0.177, -0.023, -0.632, 0.365, 0.167, 0.853, -0.172, -0.314, 0.068, 0.075, 0.064, 0.086, 0.103, 0.089, 0.109, 0.105, 0.108, 0.083, 0.086, 0.110, 0.118, 0.098, 0.106, 0.107, 0.109, 0.096, 0.115, 0.083, 0.125, 0.080, 0.119, 0.105, 0.117, 0.111, 0.085, 0.095, 0.104, 0.076, 0.108, -0.004, 0.095, 0.085, -0.012, -0.032, 0.042, 0.040, 0.066, -0.051, -0.182, 0.029, -0.406, 0.175, -0.538, 0.158, 0.151, 0.176, 0.087, 0.074, 0.069, 0.125, 0.129, -0.059, -0.191, 0.030, -0.401, 0.174, -0.537, 0.152, 0.165, 0.177, 0.084, 0.083, 0.079, 0.125, 0.126, -0.063, -0.186, 0.033, -0.403, 0.172, -0.545, 0.164, 0.165, 0.173, 0.079, 0.078, 0.083, 0.123, 0.127, -0.052, -0.186, 0.037, -0.401, 0.163, -0.541, 0.170, 0.168, 0.162, 0.074, 0.086, 0.080, 0.126, 0.126, -0.051, -0.190, 0.034, -0.405, 0.170, -0.544, 0.164, 0.163, 0.171, 0.085, 0.067, 0.080, 0.122, 0.125], "homo_ev": -8.65, "total_charge": 0, "lumo_energy_ev": -0.01, "homo_lumo_gap_ha": 0.3177, "total_energy_ha": -5720.1324}


{"formula": "C38H64F36N10O26S12", "method": "the ωB97M-V functional and the def2-TZVPD basis", "species": ["C", "C", "C", "O", "C", "N", "H", "H", "H", "H", "H", "H", "H", "H", "H", "H", "H", "H", "C", "C", "C", "O", "C", "N", "H", "H", "H", "H", "H", "H", "H", "H", "H", "H", "H", "H", "C", "C", "C", "N", "C", "C", "C", "C", "C", "C", "H", "H", "H", "H", "H", "H", "H", "H", "H", "H", "H", "H", "H", "H", "H", "H", "H", "H", "H", "H", "C", "C", "C", "N", "C", "C", "C", "C", "C", "C", "H", "H", "H", "H", "H", "H", "H", "H", "H", "H", "H", "H", "H", "H", "H", "H", "H", "H", "H", "H", "C", "F", "F", "F", "S", "O", "O", "N", "S", "O", "O", "C", "F", "F", "F", "C", "F", "F", "F", "S", "O", "O", "N", "S", "O", "O", "C", "F", "F", "F", "C", "F", "F", "F", "S", "O", "O", "N", "S", "O", "O", "C", "F", "F", "F", "C", "F", "F", "F", "S", "O", "O", "N", "S", "O", "O", "C", "F", "F", "F", "C", "F", "F", "F", "S", "O", "O", "N", "S", "O", "O", "C", "F", "F", "F", "C", "F", "F", "F", "S", "O", "O", "N", "S", "O", "O", "C", "F", "F", "F"], "coordinates": [[-6.947, 2.303, -7.145], [-8.313, 2.159, -7.901], [-8.451, 0.688, -8.346], [-9.653, 0.491, -9.140], [-10.078, -0.777, -9.370], [-9.463, 2.452, -6.932], [-9.442, 3.427, -6.667], [-10.363, 2.343, -7.378], [-9.651, 1.987, -6.056], [-6.969, 1.659, -6.265], [-6.759, 3.333, -6.844], [-6.062, 2.026, -7.719], [-8.404, 2.873, -8.720], [-8.468, 0.001, -7.500], [-7.601, 0.311, -8.914], [-10.206, -1.358, -8.456], [-9.274, -1.280, -9.908], [-11.053, -0.687, -9.850], [-0.875, 8.240, -8.908], [-0.912, 7.837, -7.363], [0.491, 7.619, -6.769], [0.512, 7.686, -5.332], [1.738, 8.037, -4.770], [-1.579, 9.004, -6.760], [-1.507, 9.075, -5.755], [-1.275, 9.900, -7.113], [-2.582, 9.031, -6.876], [-0.415, 7.454, -9.508], [-0.274, 9.132, -9.086], [-1.808, 8.443, -9.434], [-1.572, 6.970, -7.380], [1.266, 8.261, -7.187], [0.856, 6.621, -7.008], [2.204, 8.819, -5.370], [2.367, 7.149, -4.835], [1.694, 8.347, -3.726], [6.211, -12.494, 9.076], [6.413, -11.705, 7.720], [5.821, -12.505, 6.487], [5.721, -11.753, 5.120], [4.832, -12.638, 4.217], [4.407, -11.852, 2.974], [3.815, -10.421, 3.163], [4.677, -9.570, 4.034], [5.057, -10.332, 5.291], [7.152, -11.638, 4.542], [6.639, -13.495, 9.132], [5.132, -12.628, 9.158], [6.662, -12.049, 9.963], [7.442, -11.447, 7.473], [5.818, -10.791, 7.713], [4.802, -12.603, 6.862], [6.252, -13.500, 6.375], [3.984, -12.865, 4.863], [5.419, -13.549, 4.095], [3.629, -12.466, 2.519], [5.186, -11.912, 2.214], [2.778, -10.391, 3.495], [3.754, -9.889, 2.213], [4.082, -8.668, 4.177], [5.571, -9.226, 3.513], [4.177, -10.505, 5.911], [5.841, -9.902, 5.914], [7.052, -11.101, 3.599], [7.590, -12.633, 4.469], [7.760, -11.161, 5.310], [-0.554, -2.164, 1.390], [-0.054, -0.709, 1.387], [-0.177, -0.066, 0.019], [0.287, 1.435, -0.076], [-0.673, 2.421, 0.785], [-1.982, 2.656, 0.096], [-1.826, 3.118, -1.383], [-1.028, 2.133, -2.210], [0.372, 1.868, -1.551], [1.707, 1.632, 0.518], [-0.818, -2.444, 2.409], [0.156, -2.837, 0.911], [-1.503, -2.294, 0.869], [0.979, -0.872, 1.695], [-0.613, -0.159, 2.144], [-1.219, -0.127, -0.294], [0.319, -0.519, -0.839], [-0.821, 1.980, 1.770], [-0.155, 3.342, 1.052], [-2.599, 1.758, 0.100], [-2.447, 3.428, 0.709], [-2.805, 3.099, -1.861], [-1.434, 4.129, -1.492], [-1.521, 1.172, -2.359], [-0.854, 2.545, -3.203], [0.992, 1.135, -2.067], [0.999, 2.729, -1.317], [1.724, 1.253, 1.540], [1.876, 2.695, 0.694], [2.488, 1.184, -0.095], [-8.765, -0.780, -1.240], [-8.102, -1.157, -0.148], [-7.896, -0.442, -2.164], [-9.392, -1.822, -1.754], [-9.992, 0.637, -0.927], [-10.629, 0.325, 0.342], [-9.154, 1.843, -0.852], [-10.901, 0.554, -2.407], [-12.278, 0.142, -2.000], [-12.175, -1.153, -1.325], [-13.027, 1.229, -1.341], [-13.244, -0.121, -3.700], [-14.594, -0.105, -3.560], [-12.955, 0.869, -4.497], [-12.805, -1.192, -4.308], [5.499, 8.403, 5.207], [4.305, 9.001, 5.266], [6.087, 8.636, 6.409], [5.364, 7.142, 4.909], [6.604, 9.262, 3.897], [7.869, 8.543, 3.898], [5.870, 9.140, 2.662], [6.492, 10.971, 4.465], [7.902, 11.320, 4.575], [8.570, 10.707, 5.749], [8.623, 11.522, 3.323], [7.667, 13.197, 5.115], [8.825, 13.752, 5.163], [6.988, 13.846, 4.181], [7.059, 13.351, 6.308], [6.779, 2.293, -3.991], [6.665, 2.533, -2.714], [5.597, 2.018, -4.521], [7.380, 3.311, -4.619], [7.892, 0.695, -4.162], [8.015, 0.416, -5.619], [9.204, 1.049, -3.605], [6.915, -0.500, -3.268], [7.852, -0.783, -2.076], [9.080, -1.477, -2.456], [8.078, 0.415, -1.261], [6.881, -2.004, -0.833], [5.690, -1.424, -0.494], [6.807, -3.156, -1.482], [7.688, -2.154, 0.204], [-6.652, 2.793, 7.635], [-6.221, 1.566, 7.721], [-7.804, 2.808, 6.957], [-6.751, 3.409, 8.820], [-5.264, 3.624, 6.568], [-3.986, 3.129, 7.063], [-5.519, 3.281, 5.163], [-5.709, 5.255, 6.811], [-4.502, 5.911, 7.366], [-4.158, 5.524, 8.762], [-3.374, 5.924, 6.391], [-5.103, 7.791, 7.634], [-6.253, 7.724, 8.307], [-4.202, 8.429, 8.361], [-5.311, 8.331, 6.447], [3.576, -1.881, 8.050], [3.523, -1.030, 9.111], [2.362, -1.915, 7.395], [4.516, -1.537, 7.198], [3.893, -3.691, 8.582], [4.079, -4.405, 7.285], [5.129, -3.593, 9.323], [2.449, -4.026, 9.555], [2.180, -5.424, 9.179], [1.454, -5.555, 7.894], [3.207, -6.366, 9.553], [0.814, -5.835, 10.487], [1.401, -5.983, 11.658], [-0.213, -4.937, 10.463], [0.283, -7.038, 10.156], [-1.296, -3.977, -8.415], [-0.334, -4.782, -7.982], [-1.376, -4.189, -9.723], [-2.513, -4.238, -7.938], [-0.842, -2.165, -8.080], [-2.063, -1.425, -8.489], [-0.539, -2.142, -6.657], [0.565, -1.883, -8.972], [0.217, -0.811, -9.986], [-0.544, -1.341, -11.100], [-0.173, 0.520, -9.466], [1.955, -0.594, -10.853], [2.914, -0.348, -9.952], [2.247, -1.657, -11.575], [1.937, 0.492, -11.701]], "lowdin_charge": [-0.023, -0.245, -0.150, -0.202, -0.132, 0.238, 0.165, 0.162, 0.180, 0.095, 0.080, 0.099, 0.156, 0.137, 0.143, 0.093, 0.099, 0.104, -0.029, -0.255, -0.152, -0.197, -0.092, 0.215, 0.167, 0.172, 0.175, 0.096, 0.084, 0.084, 0.159, 0.130, 0.148, 0.089, 0.102, 0.104, -0.069, -0.193, -0.122, -0.243, -0.099, -0.146, -0.180, -0.171, -0.062, 0.047, 0.068, 0.074, 0.079, 0.096, 0.096, 0.117, 0.133, 0.129, 0.130, 0.116, 0.114, 0.124, 0.123, 0.142, 0.122, 0.146, 0.123, 0.103, 0.105, 0.097, -0.091, -0.229, -0.103, -0.212, -0.072, -0.154, -0.186, -0.155, -0.087, 0.021, 0.086, 0.082, 0.073, 0.112, 0.115, 0.121, 0.136, 0.126, 0.132, 0.120, 0.132, 0.110, 0.116, 0.117, 0.117, 0.133, 0.122, 0.100, 0.102, 0.118, -0.702, 0.150, 0.127, 0.131, 0.700, -0.288, -0.329, -0.335, 0.523, -0.337, -0.331, -0.675, 0.115, 0.113, 0.141, -0.664, 0.125, 0.107, 0.172, 0.704, -0.302, -0.324, -0.281, 0.469, -0.346, -0.327, -0.705, 0.152, 0.115, 0.105, -0.685, 0.154, 0.129, 0.131, 0.723, -0.351, -0.336, -0.316, 0.521, -0.338, -0.362, -0.621, 0.089, 0.122, 0.139, -0.668, 0.149, 0.131, 0.137, 0.686, -0.308, -0.338, -0.325, 0.538, -0.359, -0.361, -0.664, 0.112, 0.141, 0.130, -0.615, 0.118, 0.081, 0.155, 0.717, -0.340, -0.314, -0.278, 0.464, -0.344, -0.329, -0.628, 0.130, 0.100, 0.084, -0.678, 0.142, 0.127, 0.134, 0.681, -0.346, -0.324, -0.297, 0.537, -0.334, -0.348, -0.622, 0.116, 0.139, 0.073], "homo_ev": -5.07, "total_charge": -2, "lumo_energy_ev": -0.88, "homo_lumo_gap_ha": 0.1540, "total_energy_ha": -12362.8814, "de_lowest_kcal_mol": 193.7}